Entry 1:
DFT (ωB97M-V with the def2-TZVPD basis set) results for C57H48MgN7O2S3 as an isolated structure in a non-equilibrium geometry.

```
118
C57H48MgN7O2S3 ωB97M-V with the def2-TZVPD basis set
Mg -1.49 -0.43 0.61
N 0.26 0.25 1.25
S 1.61 -0.20 1.55
N 2.39 -1.33 0.73
S 2.39 -1.94 -0.70
N 1.31 -1.73 -1.90
S -0.36 -1.81 -1.98
N -1.18 -1.85 -0.76
C -0.70 -0.50 -3.23
C 0.16 0.57 -3.16
C 0.27 1.47 -4.17
C -0.58 1.36 -5.27
C -1.54 0.34 -5.30
C -1.62 -0.59 -4.27
C -0.59 -3.31 -2.87
C -0.09 -3.39 -4.14
C -0.07 -4.63 -4.85
C -0.64 -5.76 -4.18
C -1.22 -5.61 -2.90
C -1.23 -4.37 -2.26
C 2.32 -3.66 -0.32
C 2.84 -4.56 -1.29
C 2.76 -5.92 -1.04
C 2.23 -6.35 0.16
C 1.80 -5.46 1.16
C 1.95 -4.11 0.92
C 3.99 -1.64 -1.39
C 4.08 -1.02 -2.61
C 5.35 -0.69 -3.08
C 6.44 -1.02 -2.35
C 6.33 -1.55 -1.08
C 5.08 -1.88 -0.61
C 2.78 1.16 1.54
C 4.08 0.86 2.03
C 4.98 1.88 2.26
C 4.74 3.21 1.81
C 3.49 3.40 1.19
C 2.52 2.41 1.02
C 1.67 -0.82 3.19
C 0.94 -0.03 4.20
C 1.06 -0.33 5.55
C 1.81 -1.44 5.92
C 2.47 -2.27 4.99
C 2.44 -1.89 3.64
H 0.86 0.69 -2.28
H 0.98 2.26 -4.08
H -0.52 2.10 -6.11
H -2.29 0.21 -6.08
H -2.34 -1.38 -4.16
H 0.24 -2.45 -4.56
H 0.27 -4.79 -5.88
H -0.56 -6.71 -4.67
H -1.70 -6.43 -2.45
H -1.87 -4.24 -1.35
H 3.32 -4.10 -2.18
H 3.27 -6.66 -1.78
H 2.05 -7.40 0.38
H 1.43 -5.91 2.11
H 1.68 -3.38 1.71
H 3.12 -0.73 -3.10
H 5.41 -0.32 -4.08
H 7.46 -0.95 -2.99
H 7.18 -1.90 -0.59
H 4.84 -2.26 0.32
H 4.25 -0.18 2.38
H 5.79 1.52 2.87
H 5.43 4.08 1.92
H 3.22 4.37 0.82
H 1.54 2.64 0.72
H 0.20 0.72 3.82
H 0.66 0.48 6.10
H 1.90 -1.73 6.98
H 2.94 -3.21 5.24
H 3.02 -2.40 2.91
C -4.34 -3.60 5.40
C -3.66 -2.83 4.31
C -3.88 -1.48 4.10
C -3.29 -0.93 2.92
N -2.48 -1.63 2.09
C -2.22 -2.90 2.38
C -2.95 -3.55 3.36
H -4.12 -4.64 5.23
H -5.43 -3.33 5.34
H -3.90 -3.32 6.35
H -4.35 -0.83 4.87
H -3.59 0.09 2.64
H -1.61 -3.47 1.66
H -3.02 -4.63 3.39
O -2.88 0.93 0.61
C -2.50 2.06 0.19
N -3.33 3.15 0.17
C -2.59 4.31 -0.29
C -1.18 3.62 -0.57
O -0.10 4.17 -0.96
N -1.29 2.27 -0.31
C -2.51 5.36 0.74
C -2.26 4.99 2.09
C -2.57 5.84 3.12
C -2.91 7.15 2.88
C -2.82 7.64 1.49
C -2.79 6.68 0.47
C -3.04 4.61 -1.71
C -2.38 5.50 -2.52
C -3.00 6.05 -3.68
C -4.09 5.43 -4.20
C -4.73 4.40 -3.51
C -4.24 4.10 -2.20
H -4.27 3.20 0.50
H -1.79 4.00 2.34
H -2.57 5.45 4.08
H -3.32 7.79 3.69
H -2.99 8.65 1.24
H -3.04 6.94 -0.61
H -1.42 5.86 -2.18
H -2.53 6.86 -4.25
H -4.48 5.75 -5.19
H -5.63 3.97 -3.89
H -4.88 3.57 -1.51
```

Net charge: +1
Highest occupied orbital energy (eV): -9.6
HOMO-LUMO gap (eV): 7.17
LUMO (eV): -2.44

Atomic partial charges in e from the Mulliken method, atoms 1 to 8: 1.0984, -0.6044, 1.1616, 0.2154, 1.2548, 0.0445, 1.2205, -0.8272

Entry 2:
DFT (ωB97M-V with the def2-TZVPD basis set) results for C57H48NO4P3SSiY as an isolated structure in a non-equilibrium geometry.

```
116
C57H48NO4P3SSiY ωB97M-V with the def2-TZVPD basis set
Y -13.18 0.18 19.34
C -8.10 0.57 23.77
C -9.48 0.37 23.72
C -10.23 0.98 22.72
C -9.64 1.74 21.71
C -8.24 1.88 21.74
C -7.50 1.31 22.76
P -10.80 2.55 20.50
C -11.45 3.92 21.50
C -12.73 4.40 21.17
C -13.30 5.47 21.85
C -12.60 6.07 22.88
C -11.37 5.55 23.28
C -10.80 4.50 22.59
C -9.71 3.45 19.32
C -8.94 4.54 19.74
C -8.10 5.21 18.85
C -8.01 4.74 17.55
C -8.78 3.67 17.14
C -9.64 2.97 17.99
Si -10.65 1.62 17.04
C -11.56 2.70 15.73
C -10.88 3.21 14.60
C -11.51 3.98 13.61
C -12.87 4.20 13.71
C -13.55 3.81 14.86
C -12.90 3.10 15.86
P -13.83 2.88 17.46
C -15.33 1.91 17.08
C -16.11 1.59 18.21
C -17.14 0.67 18.10
C -17.46 0.13 16.85
C -16.69 0.45 15.74
C -15.60 1.30 15.85
C -14.30 4.59 17.86
C -13.33 5.59 17.90
C -13.61 6.82 18.47
C -14.88 7.13 18.93
C -15.86 6.14 18.87
C -15.57 4.88 18.36
C -9.34 0.58 16.12
C -9.42 0.35 14.74
C -8.46 -0.38 14.04
C -7.43 -0.97 14.77
C -7.36 -0.77 16.14
C -8.29 -0.02 16.84
P -8.10 0.14 18.68
C -6.28 0.20 18.97
C -5.44 -0.80 19.46
C -4.13 -0.50 19.80
C -3.63 0.82 19.64
C -4.45 1.80 19.16
C -5.78 1.50 18.82
C -8.53 -1.50 19.35
C -8.51 -1.62 20.76
C -8.76 -2.86 21.34
C -9.14 -3.96 20.58
C -9.22 -3.83 19.20
C -8.93 -2.61 18.61
H -7.48 0.17 24.55
H -9.99 -0.20 24.47
H -11.29 0.82 22.68
H -7.73 2.45 20.98
H -6.44 1.54 22.79
H -13.31 3.85 20.41
H -14.27 5.79 21.54
H -12.99 6.88 23.45
H -10.88 5.96 24.14
H -9.86 4.06 22.93
H -9.05 4.82 20.77
H -7.56 6.09 19.15
H -7.39 5.26 16.79
H -8.71 3.35 16.10
H -9.80 2.96 14.49
H -10.93 4.36 12.78
H -13.37 4.77 12.92
H -14.59 4.11 14.96
H -15.83 2.03 19.14
H -17.63 0.33 19.02
H -18.31 -0.55 16.71
H -16.88 -0.08 14.80
H -14.93 1.50 15.03
H -12.33 5.36 17.52
H -12.81 7.54 18.55
H -15.08 8.08 19.35
H -16.86 6.36 19.23
H -16.36 4.13 18.36
H -10.20 0.82 14.16
H -8.58 -0.52 12.97
H -6.68 -1.53 14.21
H -6.55 -1.23 16.71
H -5.89 -1.78 19.63
H -3.53 -1.27 20.22
H -2.62 1.07 19.97
H -4.08 2.80 19.03
H -6.42 2.31 18.43
H -8.28 -0.77 21.41
H -8.72 -2.95 22.42
H -9.38 -4.92 21.06
H -9.59 -4.64 18.59
H -9.12 -2.47 17.56
N -12.35 -1.77 20.64
C -12.51 -3.06 19.96
C -13.96 -3.38 19.64
C -14.50 -2.71 18.35
O -15.20 -3.28 17.54
O -14.14 -1.46 18.26
H -11.35 -1.66 20.86
H -12.84 -1.71 21.53
H -12.09 -3.81 20.61
H -11.87 -3.02 19.04
H -14.59 -3.11 20.49
H -14.08 -4.47 19.50
O -10.91 0.38 18.52
O -11.88 0.58 17.44
S -14.08 1.03 21.44
```

Net charge: -1
Highest occupied orbital energy (eV): -3.7
HOMO-LUMO gap (eV): 6.01
LUMO (eV): 2.33
ΔE to the lowest compared entry with this formula, charge and spin (kcal/mol): 0.00

Atomic partial charges in e from the Mulliken method, atoms 1 to 8: 1.0420, -0.7271, -0.6883, -0.8088, 1.0765, -0.2355, -0.4523, 1.1875

Entry 3:
DFT (ωB97M-V with the def2-TZVPD basis set) results for C57H52AsGeN5O2Y as an isolated structure in a non-equilibrium geometry.

```
119
C57H52AsGeN5O2Y ωB97M-V with the def2-TZVPD basis set
Y -11.22 -19.39 6.86
C -12.06 -14.59 7.09
C -11.43 -15.82 7.29
N -12.07 -17.00 7.21
C -13.46 -16.97 7.16
C -14.13 -15.77 6.77
C -13.38 -14.57 6.71
C -15.50 -15.82 6.42
C -16.16 -17.03 6.55
C -15.52 -18.20 7.00
C -14.16 -18.20 7.35
N -13.42 -19.31 7.74
C -13.74 -20.10 8.81
C -14.97 -20.08 9.55
C -15.23 -21.00 10.57
C -14.30 -21.95 10.96
C -13.03 -21.97 10.32
C -12.04 -22.88 10.74
C -10.76 -22.74 10.19
C -10.53 -21.76 9.24
N -11.49 -20.97 8.73
C -12.75 -21.05 9.26
H -11.47 -13.68 7.19
H -10.36 -15.87 7.48
H -13.88 -13.64 6.39
H -16.03 -14.95 6.09
H -17.22 -17.08 6.29
H -16.10 -19.13 7.07
H -15.73 -19.34 9.30
H -16.19 -21.01 11.08
H -14.56 -22.70 11.71
H -12.21 -23.63 11.51
H -9.97 -23.44 10.43
H -9.53 -21.59 8.87
C -6.82 -16.90 9.39
N -7.50 -18.21 9.60
C -7.00 -19.16 10.67
C -8.69 -18.42 9.03
N -9.67 -18.54 8.38
H -7.00 -16.24 10.25
H -7.22 -16.41 8.50
H -5.74 -17.07 9.27
H -7.15 -18.70 11.67
H -5.94 -19.40 10.51
H -7.58 -20.10 10.62
O -11.49 -21.10 5.52
As -10.34 -22.27 4.82
C -11.31 -23.92 4.45
C -10.58 -24.98 3.92
C -11.24 -26.17 3.64
C -12.59 -26.32 3.94
C -13.30 -25.26 4.47
C -12.66 -24.03 4.72
C -8.99 -22.97 6.10
C -7.67 -22.52 6.12
C -6.79 -22.96 7.11
C -7.19 -23.87 8.07
C -8.51 -24.32 8.04
C -9.41 -23.88 7.07
C -9.81 -21.76 3.03
C -10.80 -21.40 2.13
C -10.47 -21.15 0.80
C -9.15 -21.25 0.38
C -8.18 -21.60 1.30
C -8.49 -21.85 2.62
H -9.52 -24.83 3.73
H -10.67 -26.99 3.21
H -13.08 -27.27 3.74
H -14.35 -25.33 4.71
H -13.20 -23.18 5.12
H -7.31 -21.86 5.34
H -5.78 -22.58 7.08
H -6.49 -24.20 8.82
H -8.82 -25.07 8.78
H -10.43 -24.25 7.06
H -11.85 -21.38 2.45
H -11.22 -20.81 0.10
H -8.90 -20.99 -0.65
H -7.14 -21.68 1.01
H -7.72 -22.20 3.32
C -7.93 -18.92 4.88
O -8.84 -19.61 5.80
H -7.37 -19.68 4.29
H -7.20 -18.31 5.45
H -8.50 -18.30 4.20
H -8.30 -20.16 6.39
C -13.26 -18.60 4.05
Ge -11.31 -18.18 3.59
C -11.04 -16.22 3.84
C -9.90 -15.70 4.41
C -9.75 -14.32 4.49
C -10.74 -13.49 3.98
C -11.88 -14.05 3.37
C -12.05 -15.41 3.32
C -11.62 -18.15 1.61
C -12.89 -18.19 1.04
C -13.15 -17.74 -0.27
C -12.16 -17.32 -1.12
C -10.83 -17.35 -0.63
C -9.78 -16.93 -1.48
C -8.47 -17.07 -1.07
C -8.18 -17.53 0.23
C -9.19 -17.91 1.11
C -10.55 -17.80 0.74
H -13.93 -17.74 3.91
H -13.36 -18.84 5.12
H -13.61 -19.49 3.49
H -9.12 -16.34 4.82
H -8.85 -13.90 4.95
H -10.64 -12.41 4.06
H -12.62 -13.40 2.93
H -12.92 -15.87 2.82
H -13.73 -18.53 1.63
H -14.18 -17.78 -0.59
H -12.38 -17.02 -2.15
H -9.99 -16.56 -2.50
H -7.65 -16.77 -1.71
H -7.15 -17.65 0.53
H -8.89 -18.37 2.07
```

Net charge: +2
<S²>: 0.753
Highest occupied orbital energy (alpha / beta) (eV): -11.1 / -11.1
2S+1: 2
HOMO-LUMO gap (alpha / beta) (eV): 6.43 / 4.84
LUMO (alpha / beta) (eV): -4.62 / -6.21
ΔE to the lowest compared entry with this formula, charge and spin (kcal/mol): 0.00

Atomic partial charges in e from the Mulliken method, atoms 1 to 8: 1.0667, -0.9155, -0.1395, 0.2808, 0.3312, 1.3825, -0.7846, -1.0619

Entry 4:
DFT (ωB97M-V with the def2-TZVPD basis set) results for a 9-piece molecular cluster, C57H52N2O19S overall.

```
131
C57H52N2O19S ωB97M-V with the def2-TZVPD basis set
C -6.34 3.45 -2.12
C -5.15 4.29 -1.63
C -5.58 5.63 -1.00
C -5.41 6.84 -1.92
N -4.12 7.52 -1.76
C -3.34 7.74 -2.97
N -3.98 8.65 -3.90
C -1.97 8.30 -2.57
C -1.24 7.03 -2.11
O -1.92 5.92 -2.72
C -2.87 6.43 -3.64
C -2.24 6.58 -5.02
S -3.43 6.88 -6.31
O -4.75 6.51 -5.86
O -2.94 6.27 -7.52
H -6.77 3.89 -3.03
H -7.09 3.32 -1.35
H -5.96 2.47 -2.41
H -4.61 3.70 -0.89
H -4.48 4.44 -2.47
H -6.63 5.55 -0.74
H -5.05 5.78 -0.06
H -5.57 6.52 -2.95
H -6.21 7.56 -1.69
H -3.57 7.08 -1.04
H -4.11 9.55 -3.44
H -4.91 8.33 -4.16
H -1.97 9.09 -1.82
H -1.49 8.71 -3.45
H -1.32 6.95 -1.02
H -0.17 7.02 -2.31
H -3.70 5.73 -3.77
H -1.77 5.64 -5.32
H -1.47 7.35 -5.07
H -3.43 8.22 -6.47
C -3.42 1.00 -5.47
C -3.55 0.19 -6.51
C -4.33 -1.06 -6.41
O -4.45 -1.80 -7.37
C -4.97 -1.38 -5.11
C -4.84 -0.57 -4.07
C -4.05 0.69 -4.16
O -3.94 1.43 -3.21
H -2.85 1.92 -5.51
H -3.10 0.40 -7.47
H -5.55 -2.30 -5.06
H -5.30 -0.78 -3.11
C 3.07 7.29 2.67
C 2.57 7.95 1.63
C 1.58 7.32 0.72
O 1.12 7.93 -0.23
C 1.16 5.93 1.01
C 1.66 5.26 2.05
C 2.66 5.90 2.96
O 3.11 5.29 3.90
H 3.80 7.73 3.34
H 2.86 8.97 1.39
H 0.44 5.49 0.34
H 1.39 4.24 2.29
C 4.40 2.32 3.20
C 5.66 1.89 3.22
C 6.04 0.60 2.59
O 7.18 0.18 2.64
C 4.97 -0.19 1.93
C 3.71 0.24 1.91
C 3.33 1.52 2.55
O 2.18 1.92 2.53
H 4.10 3.25 3.66
H 6.46 2.44 3.69
H 5.27 -1.12 1.48
H 2.91 -0.32 1.45
C -6.42 -4.44 -6.89
C -6.55 -5.25 -7.93
C -7.33 -6.51 -7.84
O -7.45 -7.25 -8.79
C -7.97 -6.82 -6.54
C -7.84 -6.01 -5.49
C -7.06 -4.76 -5.59
O -6.94 -4.01 -4.63
H -5.84 -3.52 -6.94
H -6.09 -5.04 -8.89
H -8.54 -7.74 -6.49
H -8.30 -6.22 -4.53
C 0.60 -4.42 1.00
C 1.68 -3.74 1.36
C 1.72 -2.99 2.64
O 2.72 -2.38 2.98
C 0.52 -3.01 3.50
C -0.56 -3.70 3.15
C -0.61 -4.45 1.87
O -1.59 -5.08 1.54
H 0.54 -4.97 0.08
H 2.58 -3.70 0.75
H 0.59 -2.46 4.43
H -1.45 -3.75 3.76
C 2.23 -1.27 8.19
C 3.43 -1.46 8.75
C 4.37 -2.48 8.22
O 5.46 -2.65 8.72
C 3.93 -3.29 7.05
C 2.73 -3.10 6.50
C 1.80 -2.07 7.02
O 0.72 -1.87 6.49
H 1.53 -0.53 8.55
H 3.77 -0.89 9.60
H 4.63 -4.02 6.67
H 2.40 -3.67 5.64
C 6.30 -5.60 4.35
C 7.61 -5.37 4.22
C 8.13 -4.00 4.02
O 9.31 -3.79 3.90
C 7.14 -2.89 3.97
C 5.84 -3.12 4.10
C 5.32 -4.50 4.31
O 4.13 -4.71 4.43
H 5.91 -6.60 4.50
H 8.34 -6.17 4.25
H 7.54 -1.89 3.82
H 5.09 -2.33 4.07
C 4.19 -9.92 1.94
C 4.95 -9.09 2.64
C 6.34 -9.45 3.03
O 7.03 -8.70 3.67
C 6.85 -10.78 2.60
C 6.09 -11.61 1.89
C 4.70 -11.25 1.50
O 4.01 -12.00 0.86
H 3.18 -9.68 1.65
H 4.60 -8.12 2.97
H 7.86 -11.02 2.89
H 6.43 -12.58 1.56
```

Structure (SMILES): CCCCN[C@@]1(N)CCO[C@@H]1C[SH](=O)=O.O=C1C=CC(=O)C=C1.O=C1C=CC(=O)C=C1.O=C1C=CC(=O)C=C1.O=C1C=CC(=O)C=C1.O=C1C=CC(=O)C=C1.O=C1C=CC(=O)C=C1.O=C1C=CC(=O)C=C1.O=C1C=CC(=O)C=C1
Highest occupied orbital energy (eV): -8.9
HOMO-LUMO gap (eV): 7.07
LUMO (eV): -1.78
ΔE to the lowest compared entry with this formula, charge and spin (kcal/mol): 0.00

Atomic partial charges in e from the Mulliken method, atoms 1 to 8: -1.1993, 0.3528, -1.0991, -0.4744, -0.2202, 0.4613, -0.4842, -1.1646